DFT (ωB97M-V with the def2-TZVPD basis set) results for C32H50P2Tc as an isolated structure in a non-equilibrium geometry.

The value obtained for the molar mass is 594.70 Da. The charge is +2. As for the spin multiplicity: 4. The expectation value of S² is 4.1526. The calculation puts the maximum force at 4.96 eV/Å. The value obtained for the HOMO energy (spin up / spin down) is -12.42 / -12.42 eV. The energy above the lowest of the compared OMol25 structures with the same formula, charge and spin comes out at 4.907 eV. The frontier orbital gap (spin up / spin down) comes out at 3.8153 / 3.2337 eV.

Last column: Mulliken spin population.
Cartesian coordinates (Å):
1 Tc -0.077 0.337 0.019  1.934
2 C -1.995 -0.363 1.142  -0.034
3 C -2.219 0.588 0.097  -0.070
4 C -1.783 -1.434 -0.916  0.058
5 C -1.781 -1.651 0.482  -0.099
6 C -1.900 0.001 -1.175  -0.072
7 C -2.425 -0.149 2.563  -0.028
8 H -2.216 0.864 2.895  -0.003
9 H -1.937 -0.853 3.233  0.001
10 H -3.503 -0.292 2.642  0.003
11 C -1.770 -2.986 1.102  0.007
12 H -2.041 -2.930 2.154  0.001
13 H -0.780 -3.441 1.018  -0.006
14 H -2.471 -3.571 0.509  -0.004
15 C -1.848 -2.498 -1.918  0.019
16 H -2.812 -2.968 -1.744  -0.008
17 H -1.063 -3.228 -1.740  -0.006
18 H -1.758 -2.110 -2.926  0.003
19 C -2.249 0.643 -2.490  -0.006
20 H -2.936 1.477 -2.348  0.005
21 H -2.732 -0.100 -3.119  0.002
22 H -1.362 0.995 -3.013  0.000
23 C -2.814 1.956 0.275  0.094
24 H -3.883 1.941 0.165  0.017
25 H -2.776 2.629 -0.635  0.072
26 H -3.066 2.225 1.364  0.115
27 C 1.785 0.372 1.286  -0.138
28 C 0.638 1.094 1.808  0.007
29 C 0.630 2.607 1.704  0.014
30 C 0.861 3.121 0.239  0.088
31 C 0.365 2.130 -0.801  -0.014
32 C 1.312 1.168 -1.345  -0.185
33 C 2.744 1.236 -0.868  0.001
34 C 2.902 1.169 0.647  -0.029
35 H 1.301 3.109 2.412  0.016
36 H 1.893 3.545 0.041  -0.003
37 H -0.324 2.775 2.209  0.008
38 H 2.995 2.179 1.061  -0.004
39 H 2.060 -0.565 1.801  0.001
40 H 0.143 0.614 2.680  0.020
41 H 3.830 0.651 0.883  -0.005
42 H 3.291 0.398 -1.297  -0.002
43 H 1.218 0.987 -2.416  0.011
44 H 3.225 2.128 -1.273  -0.002
45 H 0.246 3.977 -0.020  -0.049
46 H -0.383 2.409 -1.559  0.000
47 P 0.336 -4.739 3.724  0.000
48 C -0.614 -5.902 4.804  0.000
49 H 0.069 -6.164 5.617  0.000
50 H -0.909 -6.765 4.198  0.000
51 H -1.501 -5.373 5.167  0.000
52 C 1.747 -5.876 3.362  0.000
53 H 2.051 -6.304 4.320  0.000
54 H 2.547 -5.304 2.882  0.000
55 H 1.379 -6.648 2.678  0.000
56 C 1.074 -3.720 5.078  0.000
57 H 1.496 -4.434 5.789  0.000
58 H 0.258 -3.139 5.521  0.000
59 H 1.820 -3.048 4.642  0.000
60 P 0.592 -3.496 -4.525  0.000
61 C -0.149 -2.824 -6.079  0.000
62 H 0.394 -3.274 -6.913  0.000
63 H -0.044 -1.735 -6.068  0.000
64 H -1.213 -3.082 -6.101  0.000
65 C 2.373 -3.165 -4.889  0.000
66 H 2.560 -3.615 -5.868  0.000
67 H 2.951 -3.653 -4.098  0.000
68 H 2.538 -2.083 -4.865  0.000
69 C 0.612 -5.293 -4.965  0.000
70 H 1.257 -5.383 -5.842  0.000
71 H -0.415 -5.628 -5.140  0.000
72 H 1.036 -5.823 -4.106  0.000
73 C -1.726 2.863 0.736  0.393
74 C -1.750 4.102 1.002  0.462
75 C -1.309 5.465 1.043  0.040
76 C -0.918 6.127 -0.163  0.148
77 C -0.320 7.398 -0.119  -0.064
78 C -0.208 8.069 1.119  0.192
79 C -0.716 7.494 2.297  -0.064
80 C -1.293 6.213 2.252  0.159
81 H -1.029 5.573 -1.122  0.003
82 H 0.081 7.841 -1.043  0.000
83 H 0.270 9.047 1.156  0.007
84 H -0.645 8.037 3.260  0.000
85 H -1.680 5.730 3.167  0.001